The following is a DFT calculation (ωB97M-V/def2-TZVPD) of a structure of composition C16H32AlBClN4O4Pb at a distorted geometry.

XYZ file:
```
60
Properties=species:S:1:pos:R:3
Pb 1.3056 -0.5616 -2.7012
Cl 1.3861 2.5182 0.2452
Al -2.5872 2.2868 0.0131
O 0.0639 2.0256 0.7361
O 1.5188 2.0456 -1.1000
O 2.4692 1.9975 1.0438
O 1.4684 3.9327 0.3064
N -4.5073 0.0152 -0.6036
N 1.9615 -0.9523 -0.2546
N -2.1275 -0.5944 1.7528
N -1.0085 3.6991 -2.1574
C -5.7319 -3.0441 0.6665
C 2.2651 7.0874 -3.7026
C -1.6897 -1.6576 1.8274
C -1.1924 -3.0303 2.0306
C -0.0969 4.2623 -2.5890
C 1.0717 4.9549 -3.1207
C 0.1095 -4.4136 3.7318
C -4.6272 -1.1261 -0.5142
C 2.7697 -1.1695 0.5375
C -0.1695 -3.0032 3.2109
C 5.2306 -1.4825 1.2183
C 0.9035 6.4798 -3.3500
C -4.8211 -2.5867 -0.4878
C 3.7103 -1.4293 1.6242
C 5.5084 -1.5067 -0.2924
C -5.1826 -2.9070 2.0757
B -1.1858 0.2742 -1.7811
H -6.5897 -2.3600 0.5759
H -0.9900 1.4262 -1.8263
H 4.8990 -0.7767 -0.8378
H -2.0433 -0.0158 -1.0704
H 5.2206 -2.4335 -0.7967
H 1.4714 4.3534 -3.9405
H 0.4135 7.1085 -2.6071
H 2.1574 8.1708 -3.6590
H 1.8970 4.8106 -2.4093
H -0.6764 -5.1177 3.4627
H 1.1050 -4.7314 3.4282
H -6.1522 -3.9821 0.3024
H 0.2357 6.5249 -4.2200
H 3.5334 -2.4912 1.8209
H -4.5276 -2.0658 2.2985
H 5.7147 -2.3685 1.6183
H -0.2302 -0.1351 -1.2914
H -1.2631 -0.1039 -2.8765
H -5.9377 -3.1256 2.8229
H -2.0759 -3.5438 2.4260
H -3.7965 -2.9646 -0.5652
H -5.2999 -2.7457 -1.4598
H 2.4519 6.9654 -4.7756
H -4.4568 -3.7401 2.0735
H 0.1107 -4.4218 4.8222
H 0.7041 -2.4785 2.8240
H 6.5622 -1.3111 -0.4705
H 3.0753 6.6373 -3.1347
H 3.5574 -0.7469 2.4543
H 5.6840 -0.5655 1.5874
H -0.8933 -3.4702 1.0820
H -0.6755 -2.4157 3.9760
```

Computed properties:
HOMO energy: -18.16 eV
DFT total energy: -2067.50957 Ha
maximum force: 3.3 eV/Å
frontier orbital gap: 0.09063 hartree
total charge: +3